Molecular formula: C19H45F3N4O4
Method: DFT, wB97M-V/def2-TZVPD

The molar mass comes out at 450.6 g/mol. The frontier orbital gap is 0.357 Eh. As for the SMILES: NCCOCCCC(F)=C(F)F.COC[C@@H](C)N.COC[C@@H](C)N.COC[C@@H](C)N.

```
! wB97M-V def2-TZVPD RIJCOSX def2/J DEFGRID3
* xyz 0 1
N 1.77 -0.95 -2.69
C 2.84 -0.14 -3.27
C 2.90 1.31 -2.75
O 1.64 1.92 -2.63
C 1.07 2.27 -3.87
C -0.37 2.73 -3.67
C -1.44 1.70 -4.09
C -1.86 0.82 -2.94
F -0.98 0.72 -1.92
C -3.03 0.24 -2.77
F -3.74 -0.35 -3.72
F -3.65 0.18 -1.60
H 0.93 -0.84 -3.25
H 1.50 -0.57 -1.78
H 2.70 -0.15 -4.35
H 3.81 -0.60 -3.07
H 3.37 1.26 -1.77
H 3.58 1.85 -3.41
H 1.66 3.06 -4.34
H 1.07 1.41 -4.55
H -0.53 3.60 -4.30
H -0.51 3.00 -2.62
H -2.32 2.24 -4.44
H -1.07 1.12 -4.93
C 3.59 0.90 1.60
C 4.81 -0.01 1.46
C 5.49 -0.34 2.80
O 6.28 0.71 3.33
C 5.57 1.69 4.06
N 5.74 0.58 0.49
H 3.87 1.93 1.78
H 3.00 0.87 0.68
H 2.96 0.56 2.42
H 4.46 -0.97 1.05
H 6.18 -1.17 2.64
H 4.75 -0.67 3.54
H 4.73 1.25 4.60
H 5.20 2.49 3.41
H 6.26 2.13 4.78
H 6.50 -0.07 0.31
H 6.18 1.37 0.94
C -6.70 1.36 -3.20
C -8.08 1.59 -3.81
C -9.06 0.43 -3.56
O -8.84 -0.71 -4.37
C -7.85 -1.60 -3.91
N -7.93 1.90 -5.23
H -6.12 0.65 -3.79
H -6.14 2.29 -3.17
H -6.77 0.98 -2.18
H -8.51 2.47 -3.32
H -10.07 0.78 -3.81
H -9.07 0.15 -2.50
H -7.84 -1.65 -2.82
H -6.86 -1.33 -4.27
H -8.10 -2.59 -4.30
H -8.83 2.17 -5.62
H -7.68 1.04 -5.71
C 3.34 -1.49 6.72
C 2.14 -1.59 5.78
C 1.14 -2.68 6.16
O 1.55 -4.00 5.84
C 2.40 -4.62 6.78
N 2.63 -1.73 4.41
H 4.05 -2.30 6.55
H 3.87 -0.55 6.57
H 3.03 -1.53 7.77
H 1.60 -0.64 5.84
H 0.22 -2.52 5.59
H 0.88 -2.62 7.23
H 2.15 -4.32 7.80
H 3.46 -4.39 6.59
H 2.26 -5.70 6.68
H 1.85 -1.68 3.77
H 2.98 -2.68 4.30
*
```